The following is a DFT calculation (ωB97M-V with the def2-TZVPD basis set) of the ion CH5N2O2S with charge -1.

Computed properties:
**Max |F|**: 4.66 eV/A
**Lowest unoccupied orbital energy**: 0.15611 Eh
**Kohn-Sham gap**: 7.20 eV
**Total charge**: -1

CARTESIAN COORDINATES (ANGSTROEM)
N -0.51 -0.81 0.24
O 1.80 -0.56 -1.15
S 2.10 0.06 0.15
H -1.45 1.04 0.26
N 0.51 -0.43 1.08
H 0.28 0.12 1.88
H -1.02 0.49 -1.39
H -2.39 -0.14 -0.31
H -0.10 -1.48 -0.41
C -1.26 0.17 -0.40
O 2.05 1.52 0.05

Atom charges from the Mulliken analysis, given in e for atoms 1 to 5: N -0.3315; O -0.6260; S 0.4479; H 0.2718; N -0.4969

The following is a DFT calculation (ωB97M-V with the def2-TZVPD basis set) of a cluster of 2 separate species, CH5N2OPS in total.

Computed properties:
**Max |F|**: 3.09 eV/A
**Lowest unoccupied orbital energy (spin up / spin down)**: -0.06525 / -0.07334 Eh
**Kohn-Sham gap (spin up / spin down)**: 7.40 / 7.14 eV
**Total charge**: 0

CARTESIAN COORDINATES (ANGSTROEM)
H 0.75 1.91 0.28
S 2.49 0.06 0.28
C -0.84 0.43 0.07
P -0.36 -2.12 0.28
O -2.05 0.23 0.17
H 2.91 0.48 -0.88
H -0.16 -2.70 -1.05
H -0.83 2.47 0.30
N -0.27 1.64 0.37
N 0.04 -0.63 -0.17
H -1.67 -1.77 0.36

Atom charges from the Mulliken analysis, given in e for atoms 1 to 5: H 0.1772; S -0.2359; C 0.6301; P -0.0060; O -0.6143

The following is a DFT calculation (ωB97M-V with the def2-TZVPD basis set) of a cluster of 2 separate species, CH5N2S in total.

Computed properties:
**Max |F|**: 1.25 eV/A
**Lowest unoccupied orbital energy**: 0.14901 Eh
**Kohn-Sham gap**: 6.87 eV
**Total charge**: -1

CARTESIAN COORDINATES (ANGSTROEM)
H 1.09 -2.73 -0.80
H -2.00 3.15 0.93
H -0.39 -0.37 1.20
S -1.22 2.79 -0.11
N 0.55 -2.22 -0.12
H 0.26 0.99 0.24
H 1.06 -0.64 -1.33
N 0.07 0.00 0.38
C 0.59 -0.96 -0.40

Atom charges from the Mulliken analysis, given in e for atoms 1 to 5: H 0.2019; H -0.0543; H 0.2136; S -0.8688; N -0.7783

The following is a DFT calculation (ωB97M-V with the def2-TZVPD basis set) of a cluster of 2 separate species, CH5N2S in total.

Computed properties:
**Max |F|**: 3.37 eV/A
**Lowest unoccupied orbital energy (spin up / spin down)**: -0.17622 / -0.20673 Eh
**Kohn-Sham gap (spin up / spin down)**: 8.90 / 7.99 eV
**Total charge**: +1

CARTESIAN COORDINATES (ANGSTROEM)
N 0.08 0.38 1.35
H 1.26 0.44 -0.51
N -0.73 -0.28 -0.86
H 1.31 1.66 1.82
C 0.44 -0.01 0.04
S 0.71 -1.18 1.35
H -1.08 0.60 -1.27
H -0.49 -0.93 -1.62
H -1.50 -0.68 -0.29

Atom charges from the Mulliken analysis, given in e for atoms 1 to 5: N -0.4986; H 0.4545; N -0.3366; H 0.2236; C -0.0750

The following is a DFT calculation (ωB97M-V with the def2-TZVPD basis set) of the molecule CH5N3.

Computed properties:
**Max |F|**: 2.88 eV/A
**Lowest unoccupied orbital energy**: 0.04020 Eh
**Kohn-Sham gap**: 10.66 eV
**SMILES string**: [H]/N=C\NN
**Total charge**: 0

CARTESIAN COORDINATES (ANGSTROEM)
H 0.41 -1.26 -0.29
H -0.17 1.37 0.42
N -1.57 -0.07 0.12
N -0.33 0.56 -0.25
N 2.04 -0.10 0.05
H -1.53 -0.85 0.79
H -2.05 -0.30 -0.82
H 2.43 0.92 0.20
C 0.78 -0.26 -0.22

Atom charges from the Mulliken analysis, given in e for atoms 1 to 5: H 0.3773; H 0.2786; N -0.5409; N -0.2506; N -0.5506

The following is a DFT calculation (ωB97M-V with the def2-TZVPD basis set) of a structure of composition CH5N3.

Computed properties:
**Max |F|**: 4.10 eV/A
**Lowest unoccupied orbital energy (spin up / spin down)**: 0.03528 / 0.03529 Eh
**Kohn-Sham gap (spin up / spin down)**: 9.92 / 9.93 eV
**Total charge**: 0

CARTESIAN COORDINATES (ANGSTROEM)
N -1.65 1.01 1.00
C 1.06 -0.54 -0.59
N -0.32 -0.29 -0.59
H 1.32 -1.22 -1.51
N -0.85 0.09 1.07
H 1.72 0.26 -0.60
H -1.98 1.24 1.94
H 1.33 -1.08 0.39
H -0.62 0.52 -1.11

Atom charges from the Mulliken analysis, given in e for atoms 1 to 5: N -0.3773; C -0.5906; N -0.3934; H 0.2145; N 0.0470

The following is a DFT calculation (ωB97M-V with the def2-TZVPD basis set) of the molecule CH5N3.

Computed properties:
**Max |F|**: 2.25 eV/A
**Lowest unoccupied orbital energy**: 0.02904 Eh
**Kohn-Sham gap**: 9.41 eV
**SMILES string**: N=C(N)N
**Total charge**: 0

CARTESIAN COORDINATES (ANGSTROEM)
N -0.26 -0.93 1.02
N 0.39 1.26 0.24
N -0.05 -0.49 -1.26
C 0.02 -0.10 0.05
H 0.48 -0.72 1.69
H -0.79 -1.13 -1.51
H -0.07 0.21 -1.99
H -0.33 1.75 -0.28
H 0.20 1.47 1.22

Atom charges from the Mulliken analysis, given in e for atoms 1 to 5: N -0.6838; N -0.6280; N -0.4829; C 0.5103; H 0.2174

The following is a DFT calculation (ωB97M-V with the def2-TZVPD basis set) of the molecule CH5N3.

Computed properties:
**Max |F|**: 7.25 eV/A
**Lowest unoccupied orbital energy**: 0.03287 Eh
**Kohn-Sham gap**: 10.39 eV
**SMILES string**: N=C(N)N
**Total charge**: 0

CARTESIAN COORDINATES (ANGSTROEM)
H 1.79 -0.33 0.12
N 0.22 1.43 0.10
N -1.35 -0.19 -0.04
H -1.41 -0.87 0.81
H 0.88 -1.50 -0.57
H 1.18 1.45 -0.34
N 0.90 -0.68 0.11
C -0.05 0.26 0.06
H -2.16 0.43 -0.25

Atom charges from the Mulliken analysis, given in e for atoms 1 to 5: H 0.2069; N -0.5855; N -0.5106; H 0.2466; H 0.2332

The following is a DFT calculation (ωB97M-V with the def2-TZVPD basis set) of the molecule CH5N3.

Computed properties:
**Max |F|**: 0.89 eV/A
**Lowest unoccupied orbital energy**: 0.04835 Eh
**Kohn-Sham gap**: 10.13 eV
**SMILES string**: C=NNN
**Total charge**: 0

CARTESIAN COORDINATES (ANGSTROEM)
H 1.93 0.62 0.71
C -1.68 -0.02 0.22
N 0.50 -0.34 -0.33
H -1.90 -1.09 0.24
H 0.44 -1.34 -0.10
H -2.48 0.67 0.39
N 1.79 0.17 -0.20
H 1.93 0.89 -0.91
N -0.53 0.45 -0.02

Atom charges from the Mulliken analysis, given in e for atoms 1 to 5: H 0.2461; C -0.3408; N 0.0060; H 0.2291; H 0.2369

The following is a DFT calculation (ωB97M-V with the def2-TZVPD basis set) of the molecule CH5N3.

Computed properties:
**Max |F|**: 5.54 eV/A
**Lowest unoccupied orbital energy**: 0.02734 Eh
**Kohn-Sham gap**: 9.44 eV
**SMILES string**: N=C(N)N
**Total charge**: 0

CARTESIAN COORDINATES (ANGSTROEM)
H -1.13 -0.44 -1.22
H 0.08 1.60 -0.64
N -1.28 -0.65 -0.31
C 0.01 -0.30 0.31
H 1.63 -0.97 1.10
N 0.62 0.74 -0.28
H 1.55 1.03 -0.12
N 0.62 -0.95 1.21
H -2.11 -0.06 -0.05

Atom charges from the Mulliken analysis, given in e for atoms 1 to 5: H 0.2556; H 0.2090; N -0.5940; C 0.5693; H 0.2248

Look up the total charge of the fifth one. 0